C16H30AsBr2PReSe3Te | ωB97M-V/def2-TZVPD

## Properties
ΔE to the lowest compared entry with this formula, charge and spin: 0.6 kcal per mole
lowest unoccupied orbital energy (alpha / beta): -6.475 / -8.524 eV
expectation value of S²: 3.7780
highest occupied orbital energy (alpha / beta): -13.77 / -13.80 eV
Kohn-Sham gap (alpha / beta): 0.268 / 0.194 Eh

ORCA input file:
```
! RIJCOSX wB97M-V def2-TZVPD def2/J DEFGRID3
* xyz 2 4
Re 1.88059 1.21979 0.02769
Se 1.61153 1.16090 2.44145
Se 2.98095 2.89309 3.22078
Te 5.15290 2.16989 2.26536
Se 4.48331 1.15582 0.14688
Br 2.21036 1.73164 -2.54688
C 2.85453 3.51836 -2.07962
Br 2.18123 3.90106 -0.29419
H 2.45420 4.23633 -2.78658
H 3.93750 3.48812 -2.04228
C 2.92567 -2.24649 2.06290
C 1.59555 -2.16287 1.31687
P 1.68952 -1.19548 -0.22417
C 0.27538 -1.69610 -1.30085
C -0.46064 -2.97889 -0.91272
C 3.13513 -1.86860 -1.12072
C 3.05655 -3.36891 -1.40041
H 2.78773 -2.79310 2.99416
H 3.32325 -1.26065 2.30560
H 3.67465 -2.78120 1.47994
H 0.81254 -1.71924 1.94018
H 1.24781 -3.16429 1.05767
H 0.70639 -1.80390 -2.30093
H -0.42958 -0.86972 -1.37527
H 0.19382 -3.84804 -0.94729
H -1.27401 -3.15407 -1.61539
H -0.89237 -2.92636 0.08646
H 4.03369 -1.62592 -0.54931
H 3.20900 -1.30984 -2.05957
H 2.99683 -3.95169 -0.48181
H 3.94953 -3.69118 -1.93314
H 2.19883 -3.62262 -2.02143
C -1.16395 3.24813 0.85498
As -0.64686 1.58021 0.03201
C -1.48477 1.72699 -1.70522
C -1.66232 0.26759 1.06050
C -3.14162 0.39774 0.84643
C -3.75997 -0.27749 -0.20337
C -5.12244 -0.14177 -0.42016
C -5.87885 0.67360 0.41141
C -5.27263 1.34359 1.46399
C -3.90888 1.20495 1.68207
H -2.25311 3.25795 0.91575
H -0.82875 4.08383 0.24505
H -0.73573 3.31426 1.85390
H -2.55813 1.86016 -1.56367
H -1.30962 0.84697 -2.31992
H -1.07195 2.60042 -2.20962
H -1.38199 0.45600 2.10009
H -1.29587 -0.72178 0.79092
H -3.17910 -0.92711 -0.85090
H -5.59524 -0.67849 -1.23081
H -6.94285 0.77342 0.24728
H -5.86187 1.96473 2.12407
H -3.44590 1.71029 2.52184
*
```